1.
C5H3Cl2IO2 | wB97M-V/def2-TZVPD

E_HOMO (alpha / beta) = -0.334 / -0.334 hartree
Kohn-Sham gap (alpha / beta) = 7.55 / 7.55 eV
ΔE to the lowest compared entry with this formula, charge and spin = 0.0 kJ/mol
total charge = 0

Geometry (Å):
I 4.76256 -1.61274 -2.82612
Cl 3.69619 2.26258 2.18547
Cl 3.13178 -0.44924 3.09808
O 1.81949 0.70914 1.11075
O 1.43459 -1.56862 1.09075
C 4.45370 -0.11511 0.03724
C 4.35242 -0.56083 -1.08709
C -0.10703 -0.01455 0.03452
C 3.02655 0.65230 1.73827
C 1.04327 -0.48128 0.85052
H -0.56837 0.75689 0.55703
H -0.64062 -0.88688 -0.08895
H 0.27245 0.43400 -0.82702

Force components x, y, z for each atom (eV/Å):
I -0.36 0.81 1.16
Cl -0.81 -1.49 -0.83
Cl 0.29 0.49 -0.77
O 1.78 0.16 1.18
O -0.42 0.28 0.20
C -2.38 1.30 2.89
C 0.66 -1.21 -1.75
C 1.59 -0.52 1.60
C 0.79 -0.27 -1.21
C 1.39 0.37 -0.96
H -1.35 1.15 0.98
H -1.81 -1.42 -0.78
H 0.62 0.34 -1.71

Mulliken atomic charge list, values in e, 8 entries: 0.159, -0.090, -0.079, -0.230, -0.423, 0.014, -0.447, -1.227

=====

2.
C5H3Cl2NS | wB97M-V/def2-TZVPD

E_HOMO = -0.356 hartree
SMILES = N#C[C@@]1(Cl)C[C@H]1C(=S)Cl
Kohn-Sham gap = 8.58 eV
ΔE to the lowest compared entry with this formula, charge and spin = 0.0 kJ/mol
total charge = 0

Geometry (Å):
Cl 1.17429 2.12706 1.04398
Cl 1.94718 -1.96873 -1.10057
S -0.96199 -2.23281 -1.23539
N -0.39206 1.85039 -2.18070
C 0.14297 0.98014 0.17261
C 0.36782 -0.51071 0.47206
C -0.15048 1.43861 -1.14098
C 0.34740 -1.53063 -0.59448
C -0.87018 0.18216 0.94201
H -1.79204 -0.06425 0.43315
H -0.97195 0.40829 1.99240
H 1.15904 -0.67952 1.19592

Force components x, y, z for each atom (eV/Å):
Cl -0.18 -0.23 -0.04
Cl 0.07 0.08 0.02
S 0.57 0.47 0.29
N -0.10 0.09 -0.46
C 0.34 -0.36 0.73
C 0.08 0.34 0.31
C -0.10 -0.03 -0.21
C -0.76 -0.54 -0.55
C 0.00 0.01 0.00
H 0.03 0.03 -0.11
H 0.11 -0.01 0.06
H -0.07 0.14 -0.04

Mulliken atomic charge list, values in e, 8 entries: -0.199, -0.140, -0.167, -0.371, 0.841, -0.197, -0.024, 0.196

=====

3.
C5H3Cl2P | wB97M-V/def2-TZVPD

E_HOMO (alpha / beta) = -0.300 / -0.300 hartree
Kohn-Sham gap (alpha / beta) = 5.83 / 5.84 eV
total charge = 0

Geometry (Å):
Cl 2.68718 1.05412 -0.83312
Cl -3.51328 0.96165 -0.43320
P -1.56033 -1.42843 -0.82804
C 0.25308 1.67278 0.38364
C -2.15497 0.05095 -0.41728
C 0.93270 -0.60644 0.42138
C 1.11632 0.78461 0.01900
C 0.06696 -1.56066 0.08646
H 1.86497 -0.91763 1.02762
H 0.34635 2.62966 0.01826
H -0.03899 -2.64063 0.55528

Force components x, y, z for each atom (eV/Å):
Cl -0.56 0.04 0.48
Cl 0.08 0.20 -0.10
P 0.40 1.09 0.49
C -1.39 -1.63 -0.52
C 1.49 -0.09 0.37
C 2.57 -1.88 0.48
C -0.09 -1.19 -0.19
C -1.61 -1.47 0.95
H -1.63 0.11 -0.71
H -0.35 2.49 -0.38
H 1.08 2.34 -0.88

Mulliken atomic charge list, values in e, 8 entries: -0.208, -0.041, -0.036, -0.611, 0.232, -0.255, 0.211, -0.149

=====

4.
C5H3ClFN | wB97M-V/def2-TZVPD

E_HOMO = -0.404 hartree
SMILES = C[C@@](F)(Cl)C#CC#N
Kohn-Sham gap = 10.70 eV
ΔE to the lowest compared entry with this formula, charge and spin = 138.2 kJ/mol
total charge = 0

Geometry (Å):
Cl 2.27362 0.02087 1.01223
F 0.46221 -1.85997 0.77762
N -3.62725 2.19459 1.36470
C -2.54069 1.77548 1.05583
C -1.30047 1.15271 0.76295
C 1.02552 -0.77942 -1.14777
C 0.77372 -0.60425 0.28130
C -0.37123 0.37104 0.46462
H 1.64594 0.21838 -1.53928
H 1.64006 -1.70462 -1.22104
H 0.01856 -0.78480 -1.81115

Force components x, y, z for each atom (eV/Å):
Cl -0.28 -0.19 0.61
F -0.04 0.97 0.48
N 5.20 -1.84 -1.54
C -3.64 1.21 1.21
C 1.84 -2.49 -0.95
C 0.29 2.15 -4.10
C -1.34 0.71 0.24
C -2.40 2.00 2.02
H -1.58 -2.88 0.87
H -0.43 0.76 -0.54
H 2.38 -0.41 1.71

Mulliken atomic charge list, values in e, 8 entries: -0.143, -0.230, -0.405, -0.103, 0.369, -1.124, 0.907, -0.218

=====

5.
C5H3ClN4S2 | wB97M-V/def2-TZVPD

E_HOMO = -0.366 hartree
Kohn-Sham gap = 7.90 eV
total charge = 0

Geometry (Å):
Cl -2.59184 0.83829 1.43064
S -4.59597 -1.81282 0.57668
S -3.89718 -1.07285 -1.01171
N -2.69922 -0.08049 -1.12316
N 1.59436 0.79671 0.64305
N 0.25613 1.10936 0.81073
N -2.85149 3.02924 -1.36727
C -0.45728 0.68798 -0.27909
C 0.44332 0.07110 -1.10100
C -2.46265 2.12584 -0.79350
C -1.97600 0.79450 -0.27509
C 1.66720 0.09802 -0.43770
H 0.43728 -0.25423 -2.10064
H 2.56953 -0.26559 -0.80341
H -0.08796 1.67634 1.60783

Force components x, y, z for each atom (eV/Å):
Cl 0.15 -0.21 0.51
S 0.19 0.31 0.08
S 1.32 0.66 -0.38
N -0.70 -1.57 -0.16
N -1.18 0.93 2.77
N 1.10 0.02 -0.48
N -0.39 1.09 -0.30
C -0.41 -0.33 0.78
C -0.15 -0.33 -0.34
C 1.06 -1.30 0.18
C -0.81 1.55 -0.05
C -1.27 1.11 -0.42
H -0.99 -0.61 -0.89
H 1.45 -0.51 -0.37
H 0.64 -0.82 -0.94

Mulliken atomic charge list, values in e, 8 entries: -0.194, -0.119, 0.262, -0.313, -0.798, 0.271, -0.414, -0.116

=====

6.
C5H3ClN9O4Ru | wB97M-V/def2-TZVPD

E_HOMO (alpha / beta) = -0.084 / -0.079 hartree
multiplicity = 2
Kohn-Sham gap (alpha / beta) = 7.47 / 7.23 eV
ΔE to the lowest compared entry with this formula, charge and spin = 0.0 kJ/mol
total charge = -2

Geometry (Å):
Ru -0.15648 0.06778 0.01466
Cl -2.80682 1.16610 -0.06747
O 0.23885 -0.15089 2.17684
O 1.90534 0.15398 0.25218
O 1.78762 0.65578 3.62488
O 3.57865 -0.39629 1.66666
N -0.57816 -0.58987 -4.16677
N 0.50466 0.79476 -2.89675
N -2.44216 -3.43881 -0.89008
N -2.44493 -3.41093 0.46982
N 0.18971 0.52116 -4.11236
N -1.22605 -1.76364 -0.15676
N -1.41227 -2.06995 -2.52278
N -1.74275 -2.43608 0.90866
N -0.04133 -0.14394 -2.08507
C -0.70099 -0.95826 -2.90345
C -1.14796 1.87500 0.01607
C 1.41066 0.18863 2.55820
C -1.69157 -2.41086 -1.22761
C 2.43716 -0.05744 1.42334
H -1.01389 2.44548 -0.89980
H -1.14281 2.50359 0.90188
H -1.90079 -2.55910 -3.24997

Force components x, y, z for each atom (eV/Å):
Ru 1.87 -1.45 0.70
Cl -0.06 0.04 -0.06
O -1.33 0.63 0.07
O -0.42 0.18 -1.23
O -0.44 -0.19 0.20
O 0.10 0.01 -0.66
N 0.04 -0.03 -0.08
N -0.05 0.02 -0.01
N -0.08 -0.08 -0.05
N 0.04 0.05 -0.03
N 0.03 -0.06 0.03
N -0.08 0.45 0.44
N -0.01 0.02 -0.08
N -0.06 -0.10 -0.09
N -0.42 0.89 0.53
C 0.10 0.08 -0.10
C 0.36 -0.67 -0.17
C 0.54 -0.01 -0.65
C 0.03 -0.08 0.15
C -0.53 0.40 0.95
H 0.11 0.04 0.00
H 0.26 -0.10 0.12
H -0.02 -0.03 0.03

Mulliken atomic charge list, values in e, 8 entries: 0.660, -0.233, -0.626, -0.672, -0.664, -0.631, -0.540, -0.506

=====

no.,E (eV),M (g/mol)
1,-42468.015,292.887
2,-42602.124,180.059
3,-39559.353,164.959
4,-21960.156,131.537
5,-45383.807,218.694
6,-41939.651,389.661